1.
C43H54N8O2 | ωB97M-V with the def2-TZVPD basis set

The geometry in XYZ format:
```
107
Properties=species:S:1:pos:R:3:forces:R:3
H -0.23780 2.49673 -6.79124 -0.0018 0.0001 -0.0016
H -0.73063 -13.00716 2.60265 -0.0009 -0.0027 0.0001
O 5.80974 -0.21062 -1.18790 -0.5265 0.2833 -0.4754
H 8.13475 -4.12973 0.58821 0.0056 -0.0188 0.0439
N -8.44186 5.24542 1.36194 -0.0094 -0.0067 -0.0346
H 3.00446 -0.98258 0.39688 -0.2388 0.0563 -0.0688
N 1.17952 -4.43385 2.18379 -0.0001 0.0373 0.0530
C 7.43793 -6.03512 -0.36097 -0.0702 -0.0231 0.0230
C -0.05024 -12.17647 2.52015 0.0007 -0.0082 0.0039
H -0.69268 -11.11516 0.66763 -0.0119 -0.0074 0.0070
C -9.87074 8.50962 1.32108 -0.0884 0.0947 0.0533
C -0.79392 -2.15521 -0.16505 0.0556 0.1502 0.1993
H 3.53992 1.38364 -4.98896 0.0113 0.0051 -0.0266
H 1.29887 -12.38560 4.29711 0.0024 -0.0018 0.0012
H -8.84998 10.43502 1.28655 0.0050 -0.0014 0.0006
H -9.14727 7.75816 1.06701 0.0720 0.0086 -0.0601
C 1.73143 1.55597 -6.28356 -0.0181 -0.0253 0.0036
H -11.55152 7.25143 1.57915 -0.0228 0.0064 -0.0118
H -0.64061 -1.49263 1.89009 -0.1875 -0.1078 0.0345
C 1.81427 1.13597 -1.02457 -0.0799 0.2482 0.1749
H 5.89894 -7.62318 -0.65508 0.0156 -0.0088 -0.0075
C -0.40479 -1.91268 -1.47841 0.0375 0.1409 0.2803
N -11.17258 8.17967 1.59554 0.0489 0.0206 0.0208
C -3.68510 3.40395 1.56125 0.0069 0.0074 0.0158
N 2.04853 2.82941 -4.50158 0.0051 -0.0205 0.0505
H 8.25546 -6.33059 -0.99639 0.0170 -0.0157 0.0186
H 1.36650 -3.58068 1.68706 -0.0652 0.0185 -0.0179
C 1.01199 -11.85112 3.40727 -0.0024 -0.0088 0.0029
C -0.05656 -11.23393 1.52770 0.0038 0.0357 -0.0126
H 2.03842 1.19580 -2.08745 -0.0037 -0.2252 -0.1513
C -2.53392 1.53515 1.06488 -0.0715 0.0051 -0.0152
H 0.74977 -0.67228 -2.78944 0.0653 0.1562 -0.0860
O 7.07903 -0.44494 0.62526 0.4808 0.5277 0.7243
H 3.84418 1.73295 -0.73555 0.1197 0.1186 0.0347
N -3.83304 1.20788 1.34281 0.0248 0.0578 0.0390
C -8.91749 5.38337 0.08414 0.0141 -0.1207 0.0694
C 1.12682 -6.58424 2.71034 0.0298 0.0254 -0.0127
C 0.43545 -0.83721 -1.76944 -0.2779 -0.3533 0.5640
H 0.07363 -3.65428 3.83153 -0.0008 -0.0075 0.0188
C -9.75218 9.86779 1.44155 -0.0203 0.0091 0.0252
C 2.59183 1.82221 -5.25171 0.0322 0.0114 0.0670
H -3.94188 4.43491 1.74162 0.0037 0.0044 -0.0085
H 2.46965 3.22962 -3.68135 0.0310 0.0422 -0.0261
H 1.29716 2.06798 -0.78955 -0.0868 0.1101 -0.0721
H 5.09461 5.78602 -4.02785 0.0048 -0.0159 -0.0122
H 4.55199 -6.25920 0.95441 0.0305 -0.0157 0.0920
H 2.96958 1.63778 0.75258 -0.1824 0.0093 0.1228
H 5.05524 3.11936 -3.53320 0.0628 0.0067 -0.0457
C 0.47232 -0.23953 0.57813 -0.1008 -0.4263 -0.6796
C -0.36279 -1.31356 0.86043 0.3967 0.1082 -0.0786
C 5.39097 3.90101 -2.87059 -0.1142 -0.0507 -0.0227
H 4.44692 -0.13166 0.86352 0.0748 -0.0908 0.1351
H -0.75414 -2.56268 -2.26738 0.0092 -0.0350 -0.0770
C -11.02950 10.37687 1.80458 0.0140 0.0122 -0.0034
C 3.11217 1.13038 -0.19888 -0.0189 -0.1011 -0.0838
H -9.92076 5.72499 -0.10451 -0.0064 -0.0166 -0.0366
C -6.79170 4.65011 0.01188 -0.0044 0.0063 -0.0330
C 0.42646 -5.85268 3.70697 -0.0205 -0.0006 0.0081
H 5.71280 -4.20693 1.79693 0.0200 -0.0043 0.0147
H -6.59311 4.63642 2.23377 0.0148 0.0091 -0.0054
C 1.61592 -10.72209 2.92369 0.0043 0.0513 -0.0215
N 5.47836 -6.00241 0.66613 -0.0090 -0.0474 0.0429
H -1.42490 -2.99426 0.09299 -0.0601 -0.0790 -0.1476
H 6.93315 -1.89563 -0.71705 -0.2652 -0.1407 -0.3133
H -12.93034 9.26131 2.13872 -0.0022 0.0136 -0.0041
C 6.64894 -0.88811 -0.38449 0.2876 -0.4234 0.0028
H 6.02049 6.88325 -1.97801 0.0098 0.0050 -0.0050
C -2.41039 2.89340 1.19017 0.0023 0.0023 0.0162
C 5.39907 5.24250 -3.14988 -0.0259 0.0469 0.0274
H -4.20999 0.27878 1.32291 -0.0017 -0.0048 -0.0121
H 1.18449 -9.55519 1.21641 -0.0171 -0.0034 -0.0220
C 1.57797 -5.67847 1.78669 0.1159 0.0425 -0.1114
C 0.84925 3.20743 -5.03878 0.0244 0.0193 0.0325
C 0.47637 -4.53028 3.35274 0.0174 0.0061 -0.0499
H -7.98240 5.01472 -1.85023 0.0028 0.0091 -0.0035
C -4.54087 2.33829 1.64780 0.0021 -0.0648 0.0170
C 6.25588 -6.71092 -0.20916 -0.0318 0.0946 -0.0551
H 1.87881 0.81386 -7.05017 0.0027 0.0015 -0.0042
H 4.60487 -1.87140 -1.00275 -0.0042 -0.1049 -0.1174
H -1.50736 3.45987 1.03345 0.0005 0.0034 0.0001
C 4.48819 -0.79062 -1.13289 0.0100 -0.6947 0.2608
H -5.83308 4.31246 -0.34382 0.0046 -0.0115 0.0114
C 5.90738 3.73546 -1.55743 0.0111 -0.0898 0.0994
H 0.26117 3.98801 -4.58762 -0.0085 0.0021 -0.0134
C 3.72258 -0.23889 0.05737 0.4176 0.1730 -0.0970
H 2.14588 -5.80285 0.87908 -0.0629 -0.0466 -0.0277
C -11.88372 9.31174 1.89248 -0.0132 -0.0484 -0.0099
H 1.28057 -7.64973 2.68002 -0.0235 -0.0100 0.0556
H -11.28981 11.40715 1.97983 -0.0012 0.0016 -0.0002
H -0.05813 -6.25253 4.58144 0.0015 -0.0091 0.0003
H 0.83915 0.41994 1.35048 -0.0655 0.0183 0.2059
C 6.21486 4.98072 -1.08078 -0.0403 0.0664 -0.0546
C 0.62412 2.43693 -6.14832 -0.0111 -0.0160 0.0016
H 6.04037 2.80573 -1.02791 0.0389 -0.0035 -0.0164
C 0.87491 -0.00747 -0.74018 0.2223 0.2427 -0.1458
H -1.81581 0.77893 0.80259 -0.0460 0.0531 -0.0426
C 6.15464 -4.89190 1.09324 -0.1112 0.0164 -0.0795
H 2.45252 -10.15316 3.29232 0.0005 -0.0104 0.0154
H -5.58673 2.28746 1.89701 -0.0119 0.0160 -0.0376
C -7.14662 4.80255 1.32510 -0.0409 -0.0021 0.0245
C 7.37216 -4.88198 0.46802 0.1019 0.0883 -0.0503
H -8.95971 5.44014 2.19886 0.0198 0.0086 0.0133
N 0.95843 -10.35220 1.78136 0.0151 -0.0406 0.0085
N 5.90127 5.89049 -2.05549 -0.0017 -0.0428 0.0043
C -7.91697 5.01789 -0.77526 -0.0038 0.0221 -0.0139
H 3.99354 -0.64543 -2.08841 0.0554 0.2925 -0.1235
H 6.62702 5.29639 -0.13807 0.0062 -0.0156 0.0041
```
Positions in Å, forces in eV/Å.

Kohn-Sham gap ... 0.316 Eh
HOMO level ... -8.297 eV
Electronic energy ... -2259.35651 Ha
Molar mass ... 714.959 g mol⁻¹
SMILES ... O=COCCCCc1ccccc1.c1cc[nH]c1.c1cc[nH]c1.c1cc[nH]c1.c1cc[nH]c1.c1cc[nH]c1.c1cc[nH]c1.c1cc[nH]c1.c1cc[nH]c1
Spin multiplicity ... 1

Atom charges from the Mulliken analysis, given in e for atoms 1 to 8: atom 1 (H): 0.4239, atom 2 (H): 0.3849, atom 3 (O): -0.2496, atom 4 (H): 0.4998, atom 5 (N): 0.0027, atom 6 (H): -0.1184, atom 7 (N): 0.1440, atom 8 (C): -0.4761



2.
C27H35N4O7PPt | ωB97M-V with the def2-TZVPD basis set

The geometry in XYZ format:
```
75
Properties=species:S:1:pos:R:3:forces:R:3
O -3.11006 -0.15961 0.33664 -0.5606 0.8051 0.1128
N -0.67982 -1.47393 -2.21767 -1.9699 -1.1436 -1.1843
H -2.78164 -0.19474 -3.67499 -0.3607 0.1361 -0.6154
C 1.71721 -4.83200 2.82871 -0.0200 0.2583 -0.1514
H -1.52383 1.10394 -4.18703 -0.2076 0.1087 -0.6954
C 2.08921 2.93219 -1.98582 0.2086 0.6890 -0.1123
H 6.26485 2.13722 1.10347 -0.2214 -0.1383 0.0378
H 1.30799 2.11873 2.22784 -0.3647 -0.1152 0.0956
H 3.12308 0.07038 -1.00517 0.0137 0.1880 0.3323
H 2.95016 0.46408 3.29586 0.1521 0.1016 -0.2536
O 0.42639 -1.84665 -2.83719 0.9944 0.3193 -0.7490
C -1.78799 1.69119 3.60678 0.1054 -0.0056 -0.2212
C 4.76377 1.13644 -0.08190 0.0704 -0.0721 0.3108
H 2.35538 2.78411 -3.03526 -0.0435 -0.0033 0.1285
O -2.89437 0.67557 -5.51826 -0.5764 0.0123 -1.4669
H -2.99289 -2.97802 0.94328 0.0103 0.1569 -0.1736
H -4.35995 -2.35233 0.01579 0.1982 0.0028 -0.0162
H 1.48858 -1.58776 3.85320 0.0005 -0.2394 -0.1845
C 3.45666 0.65598 2.34733 0.2372 0.0566 -0.3519
H 1.82258 -5.83738 3.23575 -0.0249 0.2418 -0.1152
H 1.41115 -3.19484 -0.16207 -0.0070 0.0187 0.3590
C -2.46088 -1.97508 -0.88659 -0.2709 1.2818 0.5676
H -0.50524 -4.31704 -1.57170 -0.1406 0.1222 -0.1979
N -1.23623 1.89262 -0.62949 -1.0342 1.5382 -1.1442
H -0.41787 3.37054 3.51188 -0.1215 -0.3411 -0.0185
H 2.89758 2.51832 -1.37414 -0.1944 -0.0122 -0.0906
C 2.88062 0.22656 1.13979 0.5929 0.1139 0.4626
C -0.59873 2.32759 3.23964 0.0203 -0.1319 -0.0099
H 5.26713 1.31796 -1.03279 -0.0925 -0.0469 0.2862
C 0.36926 1.63456 2.51042 -0.2899 -0.2086 0.2122
C 1.44411 -2.25547 1.78901 0.1716 -0.4014 0.4606
C -1.51226 -2.43515 -1.82718 1.5496 0.6432 -0.3980
H -2.54234 2.23735 4.17330 0.1951 -0.1430 -0.1371
C 4.67448 1.33804 2.32985 -0.1028 -0.0559 0.0744
O -5.02797 3.63344 -3.44980 -0.4615 -0.0079 0.4879
H -3.62164 1.30479 -5.70144 0.4631 -0.1742 0.4214
H -1.07444 4.56661 -0.08454 0.1230 -0.2342 0.0443
C -0.20416 2.74658 -0.79377 -0.2109 -0.7007 0.1250
C 0.13936 0.29844 2.15633 0.0627 0.1987 0.5789
H -0.05557 3.73269 1.10176 -0.1577 0.0185 -0.2985
O 1.50574 0.44168 -2.77920 -0.4037 0.1006 0.2048
P 1.28692 -0.60233 1.11225 -1.2106 0.1796 -2.2440
C 5.32278 1.58978 1.11822 -0.2208 -0.1106 -0.1811
H -2.80104 0.84247 0.36683 -0.2986 -0.4173 0.1885
O -2.14961 2.18428 0.23236 0.3135 -0.2813 -0.0075
H -2.17436 -4.42077 -2.16702 0.2959 0.0929 -0.0433
C -3.37011 -2.81196 -0.07498 -0.4374 -0.7065 0.0751
H 1.64532 -5.49825 0.77006 0.0002 0.2062 0.2094
N -2.37443 -0.66611 -0.65320 -0.2337 -1.0794 -0.6947
Pt -1.42240 0.43978 -2.09576 7.4309 -2.2081 11.4717
C -1.24579 -3.83674 -2.23078 -0.2165 -0.7039 0.1628
H -0.86657 -3.88336 -3.26106 -0.1020 0.1022 0.3607
O 0.71943 -0.62559 -0.29251 1.1470 -0.4034 1.7618
H -3.48977 -3.79992 -0.53448 0.0063 0.2095 0.1055
C -1.06636 -0.33146 2.49980 0.3062 0.1926 0.2662
H 1.76222 -3.87269 4.77144 -0.0406 -0.0219 -0.3078
C 3.55565 0.43993 -0.07050 -0.1460 -0.0665 0.0773
H 0.98483 -0.96395 -2.88347 -0.4468 -0.7745 -0.0618
H 2.02642 4.00264 -1.78056 0.1029 -0.0788 -0.0823
H -2.96688 -0.12588 3.47571 0.2665 0.2162 -0.0379
C -0.15912 3.97241 0.03695 0.4362 0.6167 0.0183
C -2.38458 0.81928 -3.57724 -4.4493 1.8298 -6.0461
C -2.02858 0.37004 3.22014 0.0981 0.0085 0.0617
H -5.85981 3.13315 -3.46557 0.3777 0.1602 -0.0775
C 1.61786 -4.64189 1.44507 -0.0025 0.0842 0.1457
C 0.79037 2.29353 -1.68945 -0.3231 -0.8708 0.6838
C 1.68120 -3.73305 3.69251 -0.0157 0.0621 -0.1077
N 0.56364 1.06352 -2.18298 0.0574 1.1008 -1.7797
H -3.13881 1.60139 -3.47184 0.1715 -0.0401 0.0058
H 0.69988 4.59235 -0.24924 -0.2436 -0.1217 0.0833
H 5.11082 1.67832 3.27102 -0.0897 -0.0873 -0.3066
C 1.53743 -2.44408 3.17690 0.0579 -0.3511 -0.2434
C 1.48538 -3.35630 0.91767 0.0035 0.1223 0.2506
H -5.03723 4.05562 -2.57462 0.1076 -0.1836 -0.4065
H -1.22209 -1.38172 2.23773 -0.0342 0.3859 -0.0172
```
Positions in Å, forces in eV/Å.

Kohn-Sham gap (alpha / beta) ... 0.190 / 0.184 Eh
HOMO level (alpha / beta) ... -5.714 / -6.938 eV
Electronic energy ... -2255.77720 Ha
Molar mass ... 753.650 g mol⁻¹
Relative energy (zero: lowest compared OMol25 entry of this formula, charge and spin) ... 173.1 kcal per mole
Spin multiplicity ... 3

Atom charges from the Mulliken analysis, given in e for atoms 1 to 8: atom 1 (O): -0.6185, atom 2 (N): 0.3736, atom 3 (H): 0.2419, atom 4 (C): -0.5190, atom 5 (H): 0.3305, atom 6 (C): -1.6200, atom 7 (H): 0.3872, atom 8 (H): 0.5543



3.
C5H4F2N3O2 | ωB97M-V with the def2-TZVPD basis set

The geometry in XYZ format:
```
16
Properties=species:S:1:pos:R:3:forces:R:3
C 2.14879 -1.03660 0.03004 2.3729 -3.3339 6.8484
O 2.67084 1.76204 0.73064 -6.6018 -2.7328 -7.2619
H -2.78043 -0.08340 1.81579 0.5660 -0.1213 -1.2731
N 1.38370 0.06437 -0.66772 -1.3082 0.9450 0.9302
H -3.58127 -0.55475 -0.83680 2.5063 0.4091 0.9321
F 2.75093 -2.11544 -0.84011 -2.5230 4.3717 2.4067
O 2.31050 -1.19095 1.34689 -1.4777 1.4721 -9.9655
H -1.19279 -0.44544 -2.39825 -0.4752 0.1072 1.5999
C -0.10414 -0.06748 -0.42865 -2.5341 0.2963 4.6243
N -1.27370 -0.33050 -1.35160 -0.3376 0.6935 6.6239
H -0.00689 0.33894 2.07785 -1.4853 -0.6053 -2.0339
C -0.62893 0.10130 1.11542 -1.7299 -1.1922 -5.9437
C 1.78790 1.44944 -0.22019 4.7537 3.7848 4.7380
C -2.49036 -0.37413 -0.44506 3.0939 0.7051 0.9215
F 1.12898 2.60464 -0.93072 1.6475 -4.6632 1.9200
N -2.12313 -0.12205 1.00248 3.5325 -0.1359 -5.0668
```
Positions in Å, forces in eV/Å.

Kohn-Sham gap ... 0.333 Eh
HOMO level ... -14.596 eV
Electronic energy ... -706.87679 Ha
Molar mass ... 176.102 g mol⁻¹
SMILES ... O=C(F)N(C(=O)F)c1c[nH]c[nH+]1
Spin multiplicity ... 1
Net charge ... +1

Atom charges from the Mulliken analysis, given in e for atoms 1 to 8: atom 1 (C): 0.5524, atom 2 (O): -0.3759, atom 3 (H): 0.2900, atom 4 (N): 0.0160, atom 5 (H): 0.3649, atom 6 (F): -0.2001, atom 7 (O): -0.3516, atom 8 (H): 0.3271